# C11H23BMnN5O2S

A structure of composition C11H23BMnN5O2S in a non-equilibrium geometry (ωB97M-V with the def2-TZVPD basis set, the OMol25 dataset).

```
44
Properties=species:S:1:pos:R:3
Mn -1.30866 0.62539 -0.07620
S 1.63053 0.00327 -1.35941
O -1.03694 0.24768 -1.93025
O -0.09084 -1.09632 -3.48386
N -0.44022 -1.58510 0.44096
N -1.87434 2.58107 3.42027
N 3.15322 -1.65555 -0.02412
N -1.61501 1.29460 1.65538
N 0.91420 -1.99932 0.35324
C -1.19814 -0.10366 -5.35217
C -2.40801 2.37656 1.30900
C -2.57106 1.43770 -3.36498
C -2.12473 0.04864 -2.92111
C -2.56521 3.17156 2.40348
C 1.90411 -1.34335 -0.26460
C -1.32293 1.46143 2.95127
C -2.09997 -2.18362 -4.31068
C -3.25113 -0.64065 -2.14594
C -1.43174 -0.84064 -4.04155
C -1.75276 3.11462 4.74530
B 0.08709 -0.41263 -2.39418
H -3.34358 1.37309 -4.12651
H -1.02326 -2.23354 -0.10703
H -2.52700 3.86273 4.90818
H -2.99118 1.97524 -2.51213
H -3.11795 4.08497 2.52044
H -0.77718 3.59050 4.88274
H -0.67858 -0.76298 -6.04010
H -3.41817 -0.11393 -1.17839
H -3.03475 -1.68718 -1.95318
H -2.83784 2.49709 0.31051
H -1.85654 2.32224 5.48595
H 1.18132 -2.79273 0.93717
H -1.75172 2.02632 -3.76841
H -0.57646 0.77583 -5.21507
H -3.11917 -2.03717 -4.65536
H -1.55404 -2.69635 -5.09887
H -2.11298 -2.83771 -3.44306
H 3.44465 -2.34021 0.66678
H -0.72970 -1.71757 1.41998
H -0.72577 0.78960 3.54311
H 3.90523 -1.19756 -0.52935
H -4.17996 -0.58768 -2.70895
H -2.13840 0.18244 -5.80979
```

Spin multiplicity   2
Net charge   +3
Relative energy (zero: lowest compared OMol25 entry of this formula, charge and spin)   19.7 kcal/mol
<S²>   0.8020

# C3H9NO2

A cluster of 2 separate species, C3H9NO2 in total in a non-equilibrium geometry (ωB97M-V with the def2-TZVPD basis set, the OMol25 dataset).

```
15
Properties=species:S:1:pos:R:3
O 2.78283 0.63029 -0.79439
O 1.75652 0.31095 1.17931
N -2.34628 -1.71220 -0.76624
C 1.92320 0.92262 -0.01012
C 0.94530 2.05222 -0.16776
C -1.45060 -1.22256 0.30167
H -2.06732 -0.76550 1.08412
H 0.33412 1.89008 -1.04452
H -0.83142 -0.43004 -0.10065
H 0.28496 2.16535 0.68707
H -1.85516 -1.67281 -1.65134
H 1.54232 2.95982 -0.25789
H 2.32857 -0.43143 1.41148
H -0.84310 -1.99532 0.74938
H -2.50394 -2.70148 -0.62010
```

Spin multiplicity   1
Net charge   0
Relative energy (zero: lowest compared OMol25 entry of this formula, charge and spin)   20.9 kcal/mol
Structure (SMILES)   CC(=O)O.CN